[1]
The following is a quantum chemistry calculation of a cluster of 19 separate species, C38H120N6O19 in total, from the Open Molecules 2025 dataset.

```
183
Properties=species:S:1:pos:R:3
O -5.961 5.685 -1.287
H -5.963 5.102 -2.046
H -5.150 6.186 -1.371
O -4.404 -4.005 -1.729
H -5.064 -3.390 -2.048
H -3.609 -3.479 -1.642
O -7.089 -0.278 -2.889
H -6.921 0.626 -3.155
H -8.034 -0.315 -2.746
O 4.624 0.049 -7.216
H 5.081 -0.525 -6.602
H 5.279 0.700 -7.469
O -4.196 1.339 6.426
H -4.047 0.476 6.039
H -4.772 1.784 5.805
O -8.409 3.058 2.209
H -9.248 3.450 2.453
H -7.954 3.749 1.727
C -1.158 2.062 1.060
C -1.551 0.915 0.150
C -0.424 -0.024 -0.147
O -0.749 -1.026 -1.083
C 0.412 -1.854 -1.406
N -2.684 0.228 0.726
H -0.345 2.700 0.712
H -0.888 1.748 2.068
H -1.993 2.758 1.149
H -1.890 1.369 -0.781
H -0.147 -0.433 0.825
H 0.396 0.586 -0.527
H 0.846 -2.237 -0.483
H 1.128 -1.167 -1.856
H 0.206 -2.632 -2.142
H -3.318 0.944 1.053
H -3.293 -0.187 0.035
C 0.012 6.332 -7.181
C -1.422 6.410 -6.729
C -1.902 7.778 -6.262
O -1.588 8.732 -7.344
C -2.031 10.040 -7.106
N -2.375 5.988 -7.824
H 0.417 7.236 -7.635
H 0.119 5.453 -7.817
H 0.711 6.082 -6.383
H -1.605 5.710 -5.914
H -1.456 8.136 -5.334
H -2.988 7.732 -6.185
H -3.077 10.334 -7.017
H -1.612 10.691 -7.873
H -1.566 10.298 -6.155
H -2.059 6.563 -8.591
H -2.071 5.043 -8.014
C -2.980 -1.808 -9.472
C -1.451 -1.661 -9.517
C -0.930 -1.128 -10.867
O -1.146 -2.057 -11.878
C -0.104 -3.004 -11.977
N -1.083 -0.710 -8.480
H -3.376 -0.802 -9.611
H -3.316 -2.383 -8.610
H -3.293 -2.439 -10.304
H -1.047 -2.661 -9.355
H 0.132 -0.906 -10.764
H -1.377 -0.185 -11.181
H 0.851 -2.646 -12.364
H -0.524 -3.764 -12.636
H 0.088 -3.439 -10.997
H -0.074 -0.675 -8.457
H -1.258 -1.045 -7.543
C -2.391 -14.190 3.185
C -1.185 -13.309 2.987
C -1.535 -11.878 3.457
O -0.682 -10.839 3.073
C -0.348 -10.575 1.731
N -0.024 -13.901 3.659
H -3.148 -14.088 2.407
H -2.879 -13.912 4.120
H -2.231 -15.261 3.315
H -1.007 -13.311 1.912
H -1.605 -11.853 4.545
H -2.536 -11.758 3.042
H -1.178 -10.042 1.269
H -0.157 -11.460 1.124
H 0.565 -9.983 1.665
H 0.789 -13.321 3.514
H 0.244 -14.843 3.410
C 6.193 9.836 9.366
C 6.077 9.359 7.923
C 4.838 9.878 7.233
O 4.713 9.258 5.947
C 3.431 9.404 5.331
N 7.347 9.687 7.316
H 6.434 10.899 9.379
H 6.876 9.247 9.977
H 5.190 9.747 9.784
H 5.938 8.279 7.964
H 4.863 10.954 7.062
H 4.050 9.470 7.866
H 2.927 10.319 5.644
H 2.916 8.514 5.693
H 3.522 9.397 4.245
H 8.125 9.230 7.772
H 7.324 9.324 6.374
C 8.138 4.350 3.174
C 7.797 4.855 1.788
C 6.390 4.332 1.321
O 6.041 4.799 0.000
C 6.618 3.984 -0.981
N 7.706 6.296 1.893
H 7.438 4.546 3.986
H 9.100 4.742 3.506
H 8.316 3.277 3.113
H 8.624 4.607 1.123
H 5.639 4.638 2.049
H 6.358 3.242 1.340
H 7.681 3.753 -0.914
H 6.356 4.517 -1.895
H 5.940 3.144 -1.130
H 6.902 6.600 2.423
H 7.607 6.693 0.970
C 3.368 1.944 8.001
C 4.140 1.330 9.183
O 3.870 -0.041 9.224
H 3.555 1.485 7.030
H 3.478 3.021 7.876
H 2.313 1.734 8.176
H 3.852 1.862 10.089
H 5.206 1.526 9.071
H 2.957 -0.288 9.390
C -4.195 -5.825 6.130
C -4.207 -5.123 4.777
O -3.766 -3.813 5.031
H -3.213 -6.255 6.325
H -4.804 -6.727 6.181
H -4.534 -5.158 6.923
H -5.211 -5.073 4.357
H -3.642 -5.627 3.994
H -3.701 -3.337 4.200
C 7.917 -3.952 -1.606
C 7.353 -4.839 -2.720
O 7.057 -4.157 -3.931
H 8.075 -4.463 -0.656
H 7.217 -3.158 -1.346
H 8.860 -3.496 -1.910
H 6.467 -5.345 -2.336
H 8.119 -5.609 -2.815
H 7.306 -4.761 -4.635
C 2.574 -4.570 5.154
C 2.758 -5.635 6.261
O 3.141 -6.851 5.746
H 1.707 -4.676 4.503
H 3.446 -4.615 4.501
H 2.577 -3.536 5.499
H 1.820 -5.638 6.816
H 3.555 -5.314 6.932
H 2.345 -7.325 5.494
C -0.825 -9.703 -6.663
C -1.569 -10.580 -7.614
O -1.571 -11.883 -7.115
H -1.260 -9.871 -5.678
H -0.931 -8.687 -7.044
H 0.246 -9.885 -6.758
H -1.238 -10.548 -8.652
H -2.592 -10.214 -7.704
H -1.469 -12.507 -7.837
C -4.170 10.056 3.864
C -3.778 11.175 2.897
O -3.084 10.610 1.777
H -4.793 9.361 3.301
H -4.796 10.349 4.707
H -3.275 9.564 4.245
H -3.246 11.928 3.479
H -4.667 11.707 2.562
H -2.761 11.334 1.235
C -10.432 -3.235 0.457
C -11.476 -3.225 -0.643
O -11.293 -2.077 -1.464
H -9.467 -3.346 -0.038
H -10.623 -4.091 1.104
H -10.399 -2.326 1.058
H -12.536 -3.228 -0.390
H -11.342 -4.123 -1.246
H -11.855 -2.112 -2.241
```

net charge = 0
orbital gap = 9.0 eV
HOMO energy = -8.98 eV
spin multiplicity = 1
DFT total energy = -89186.309 eV

Atomic partial charges in e from the Mulliken method, atoms 1 to 8:
1. O -0.63
2. H 0.32
3. H 0.32
4. O -0.64
5. H 0.32
6. H 0.32
7. O -0.63
8. H 0.31

---

[2]
The following is a quantum chemistry calculation of a structure of composition C34H9F24GeO7S4Ti, from the Open Molecules 2025 dataset.

```
80
Properties=species:S:1:pos:R:3
Ti 9.030 9.289 16.702
O 12.169 7.523 19.093
S 10.845 8.115 19.390
O 10.777 8.811 20.623
O 10.208 8.945 18.377
C 9.805 6.561 19.587
C 9.930 6.016 20.858
C 9.377 4.777 21.176
C 8.463 4.237 20.306
C 8.284 4.703 19.019
C 8.980 5.851 18.643
S 8.487 6.527 17.034
O 7.813 5.438 16.337
O 7.690 7.696 17.433
O 9.759 7.074 16.456
H 10.436 6.607 21.632
H 9.565 4.401 22.168
H 7.977 3.301 20.659
H 7.468 4.285 18.406
S 13.029 9.180 16.305
C 13.549 7.449 16.273
C 12.940 6.382 15.495
C 13.370 5.034 15.601
C 14.464 4.732 16.390
C 15.069 5.746 17.119
C 14.663 7.063 17.051
H 12.114 6.757 14.898
H 12.983 4.223 15.008
H 14.847 3.687 16.509
H 15.959 5.542 17.733
H 15.144 7.854 17.667
F 8.927 13.714 18.419
C 8.389 12.528 18.743
F 7.309 12.754 19.445
F 9.266 11.878 19.565
C 8.205 11.631 17.460
O 7.840 10.354 17.807
C 7.027 12.406 16.633
F 7.349 13.688 16.250
F 5.875 12.456 17.255
F 6.834 11.717 15.453
C 9.530 11.445 16.607
F 9.621 12.163 15.483
F 8.410 9.424 15.059
F 10.573 11.764 17.360
F 13.414 11.060 10.548
C 12.189 11.569 10.614
C 11.124 10.919 11.211
C 9.954 11.739 11.280
F 8.819 11.323 11.773
C 9.910 12.986 10.674
F 8.740 13.669 10.535
C 11.016 13.487 10.008
F 10.953 14.586 9.242
C 12.180 12.793 9.999
F 13.282 13.266 9.336
Ge 11.025 9.160 12.222
S 11.341 9.442 15.295
C 9.929 8.042 11.037
C 8.828 7.225 11.416
F 8.276 7.261 12.631
C 8.236 6.382 10.519
F 7.242 5.626 10.949
C 8.736 6.170 9.261
F 8.069 5.477 8.324
C 9.764 6.986 8.785
F 10.315 6.837 7.542
C 10.346 7.878 9.705
F 11.426 8.482 9.212
C 12.885 8.311 12.222
C 13.939 9.041 12.805
F 13.715 10.300 13.130
C 15.171 8.532 13.115
F 16.140 9.196 13.678
C 15.478 7.215 12.632
F 16.680 6.620 12.768
C 14.518 6.466 11.987
F 14.892 5.298 11.425
C 13.265 7.024 11.783
F 12.365 6.162 11.225
```

relative energy (zero: lowest compared OMol25 entry of this formula, charge and spin) = 2.9365 eV
expectation value of S² = 0.759
net charge = -2
orbital gap (spin up / spin down) = 6.3 / 5.5 eV
HOMO energy (spin up / spin down) = -2.60 / -2.83 eV
spin multiplicity = 2
DFT total energy = -237931.090 eV

Atomic partial charges in e from the Mulliken method, atoms 1 to 8:
1. Ti 0.20
2. O -0.61
3. S 1.22
4. O -0.75
5. O 0.22
6. C -0.39
7. C -0.58
8. C -0.73

---

[3]
The following is a quantum chemistry calculation of a structure of composition C23H33InN5O2, from the Open Molecules 2025 dataset.

```
64
Properties=species:S:1:pos:R:3
C 5.542 -5.810 -2.226
C 4.734 -4.947 -3.401
O 4.397 -5.562 -4.539
O 4.351 -3.530 -3.207
C 3.527 -3.489 -1.968
In 1.973 -5.196 -2.000
H 4.885 -5.826 -1.251
H 5.693 -6.935 -2.546
H 6.534 -5.245 -1.964
H 4.233 -3.554 -1.015
H 2.983 -2.438 -1.888
H 1.598 -5.523 -0.265
H 0.544 -4.803 -3.014
H 2.711 -6.738 -2.654
N 4.513 0.159 -0.819
C 5.322 0.080 0.285
C 4.649 0.643 1.346
C 3.388 1.071 0.866
C 3.330 0.757 -0.473
H 4.753 -0.173 -1.745
H 6.305 -0.367 0.220
H 5.025 0.735 2.356
H 2.606 1.555 1.437
H 2.550 0.908 -1.208
N -0.387 1.488 -0.279
C -1.036 1.464 0.928
C -1.460 0.174 1.157
C -1.047 -0.608 0.052
C -0.384 0.228 -0.818
H 0.027 2.308 -0.705
H -1.142 2.365 1.518
H -2.007 -0.167 2.027
H -1.214 -1.668 -0.092
H 0.088 0.035 -1.772
N -3.215 0.868 -2.577
C -4.117 1.721 -1.997
C -5.317 1.587 -2.660
C -5.132 0.615 -3.672
C -3.826 0.185 -3.596
H -2.249 0.758 -2.296
H -3.829 2.350 -1.165
H -6.226 2.130 -2.439
H -5.873 0.265 -4.380
H -3.281 -0.545 -4.179
N 5.069 1.683 5.630
C 3.757 1.567 5.251
C 3.262 2.834 5.037
C 4.315 3.746 5.290
C 5.419 3.008 5.651
H 5.683 0.912 5.858
H 3.289 0.596 5.169
H 2.253 3.075 4.730
H 4.271 4.825 5.215
H 6.422 3.312 5.923
N -8.557 1.933 -0.760
C -7.748 1.855 0.344
C -8.421 2.418 1.406
C -9.682 2.845 0.926
C -9.740 2.531 -0.413
H -8.317 1.601 -1.685
H -6.765 1.408 0.280
H -8.045 2.510 2.416
H -10.464 3.330 1.497
H -10.520 2.683 -1.148
```

net charge = -1
orbital gap = 7.0 eV
HOMO energy = -4.80 eV
spin multiplicity = 1
DFT total energy = -41100.764 eV

Atomic partial charges in e from the Mulliken method, atoms 1 to 8:
1. C -0.68
2. C 0.50
3. O -0.53
4. O -0.30
5. C -0.50
6. In 0.62
7. H 0.21
8. H 0.25

---

[4]
The following is a quantum chemistry calculation of a structure of composition C21H18AlCl2F5NO2Se2, from the Open Molecules 2025 dataset.

```
52
Properties=species:S:1:pos:R:3
Al 0.274 -0.868 0.317
C -3.312 -1.680 0.091
Se -1.682 -2.461 -0.610
C -1.396 -3.717 0.859
C -0.115 -4.491 0.620
Se 1.402 -3.311 0.308
C 2.144 -3.201 2.106
H -3.120 -1.168 1.030
H -4.028 -2.485 0.236
H -3.690 -0.985 -0.655
H -2.255 -4.387 0.886
H -1.357 -3.136 1.780
H -0.182 -5.113 -0.271
H 0.122 -5.131 1.468
H 2.390 -4.208 2.432
H 1.446 -2.713 2.779
H 3.055 -2.615 2.015
O -1.134 0.278 3.673
C -0.853 0.069 2.528
O -0.073 -0.897 2.074
C -1.442 0.919 1.407
C -2.396 1.912 1.652
C -2.954 2.539 0.572
C -2.577 2.179 -0.742
C -3.146 2.773 -1.895
C -2.741 2.386 -3.138
C -1.742 1.395 -3.290
C -1.173 0.803 -2.199
C -1.593 1.185 -0.906
N -1.045 0.586 0.192
H -2.664 2.134 2.675
H -3.696 3.316 0.710
H -3.903 3.536 -1.771
H -3.177 2.839 -4.018
H -1.420 1.113 -4.283
H -0.391 0.061 -2.326
F 2.207 1.107 1.729
C 2.773 0.570 0.633
C 2.008 -0.193 -0.231
C 2.654 -0.663 -1.357
F 1.951 -1.392 -2.253
C 3.989 -0.426 -1.630
F 4.570 -0.905 -2.721
C 4.719 0.336 -0.730
F 5.994 0.592 -0.962
C 4.111 0.842 0.411
F 4.814 1.580 1.261
Cl 0.999 2.969 -0.971
C 1.872 4.213 -0.037
Cl 0.890 5.650 0.214
H 2.759 4.483 -0.595
H 2.117 3.784 0.928
```

relative energy (zero: lowest compared OMol25 entry of this formula, charge and spin) = 0.0000 eV
net charge = +1
orbital gap = 8.2 eV
HOMO energy = -12.08 eV
spin multiplicity = 1
DFT total energy = -203573.774 eV

Atomic partial charges in e from the natural (NBO) method, atoms 1 to 8:
1. Al 1.65
2. C -0.77
3. Se 0.41
4. C -0.56
5. C -0.58
6. Se 0.40
7. C -0.76
8. H 0.23

---

[5]
The following is a quantum chemistry calculation of a cluster of 2 separate species, C5H7N2S in total, from the Open Molecules 2025 dataset.

```
15
Properties=species:S:1:pos:R:3
C -1.789 0.739 0.073
C -1.939 -0.047 -1.073
C 3.081 0.474 0.186
C -0.831 0.186 0.923
C -1.083 -1.063 -0.976
N 3.192 1.584 0.624
N -0.380 -1.049 0.297
S 2.448 -0.740 -0.590
H -2.204 1.710 0.320
H -2.681 0.159 -1.956
H -0.391 0.408 1.847
H -0.921 -1.948 -1.752
H 3.386 2.412 1.202
H 0.766 -0.906 0.131
H -0.654 -1.919 0.744
```

relative energy (zero: lowest compared OMol25 entry of this formula, charge and spin) = 2.4456 eV
net charge = +1
orbital gap = 9.9 eV
HOMO energy = -13.67 eV
spin multiplicity = 1
DFT total energy = -19104.635 eV

Atomic partial charges in e from the natural (NBO) method, atoms 1 to 8:
1. C -0.18
2. C -0.23
3. C 0.29
4. C -0.06
5. C -0.04
6. N -0.57
7. N -0.62
8. S 0.00

---

[6]
The following is a quantum chemistry calculation of a cluster of 2 separate species, C4H6N2O in total, from the Open Molecules 2025 dataset.

```
13
Properties=species:S:1:pos:R:3
H -3.267 0.793 -1.213
N -2.297 0.656 -0.943
C -2.249 0.232 0.242
O -1.107 -0.023 0.895
C 0.064 -0.194 0.213
C 1.144 -0.252 0.998
H -3.060 0.000 0.931
H -0.051 -0.184 -0.875
H 1.132 0.308 1.920
H 1.979 -0.918 0.907
C 2.534 -0.144 -0.997
N 3.437 0.561 -0.862
H 1.740 -0.835 -1.216
```

relative energy (zero: lowest compared OMol25 entry of this formula, charge and spin) = 3.9787 eV
SMILES = [H]/N=C/OC=C.C#N
net charge = 0
orbital gap = 9.9 eV
HOMO energy = -9.15 eV
spin multiplicity = 1
DFT total energy = -9269.523 eV

Atomic partial charges in e from the natural (NBO) method, atoms 1 to 8:
1. H 0.36
2. N -0.70
3. C 0.41
4. O -0.49
5. C 0.09
6. C -0.46
7. H 0.16
8. H 0.21

---

[7]
The following is a quantum chemistry calculation of a structure of composition C25H50BLaN9O3P, from the Open Molecules 2025 dataset.

```
90
Properties=species:S:1:pos:R:3
La -0.308 0.425 0.009
N -2.250 -0.729 -1.629
C -2.484 -0.214 -2.994
C -2.544 1.293 -2.955
N -1.282 1.881 -2.473
C -0.259 2.020 -3.528
C 0.812 0.955 -3.460
N 1.443 0.973 -2.127
H -2.069 -1.728 -1.688
H -3.125 -0.671 -1.110
H -3.412 -0.607 -3.414
H -1.673 -0.559 -3.635
H -3.342 1.604 -2.273
H -2.807 1.680 -3.944
H -1.504 2.814 -2.150
H 0.215 2.998 -3.412
H -0.722 2.015 -4.519
H 1.545 1.130 -4.252
H 0.394 -0.040 -3.615
H 1.917 1.865 -1.993
H 2.194 0.290 -2.112
C 4.221 1.321 -0.329
C 3.770 -0.084 0.082
C 4.954 -1.044 0.123
C 3.037 -0.034 1.389
C 3.534 -0.319 2.657
C 2.493 -0.030 3.515
N 1.446 0.389 2.800
N 1.761 0.391 1.471
B 0.119 0.889 3.417
N -1.029 -0.139 3.266
C -1.678 -0.647 4.315
C -2.630 -1.532 3.862
C -2.506 -1.518 2.478
N -1.521 -0.671 2.097
C -3.384 -2.333 1.569
C -4.371 -1.468 0.752
C -2.598 -3.327 0.723
N -0.274 2.257 2.833
C -0.440 3.365 3.556
C -0.814 4.393 2.715
C -0.849 3.821 1.452
N -0.524 2.512 1.513
C -1.205 4.511 0.172
C -0.049 4.448 -0.827
C -2.546 4.001 -0.360
H 4.666 1.314 -1.325
H 3.394 2.034 -0.309
H 4.973 1.694 0.367
H 3.066 -0.477 -0.657
H 5.698 -0.715 0.850
H 4.649 -2.058 0.380
H 5.448 -1.074 -0.849
H 4.518 -0.664 2.922
H 2.432 -0.077 4.590
H 0.296 1.029 4.591
H -1.417 -0.343 5.314
H -3.323 -2.111 4.446
H -3.987 -2.925 2.260
H -4.487 -1.851 -0.264
H -5.367 -1.482 1.190
H -4.067 -0.419 0.715
H -1.919 -2.826 0.038
H -1.990 -3.981 1.351
H -3.274 -3.949 0.134
H -0.282 3.346 4.621
H -1.021 5.416 2.975
H -1.340 5.565 0.424
H 0.275 3.420 -1.017
H -0.323 4.901 -1.783
H 0.818 4.983 -0.442
H -2.796 4.450 -1.324
H -2.550 2.910 -0.470
H -3.351 4.239 0.334
C 0.233 -4.994 -1.539
O -0.111 -3.602 -1.767
P 0.734 -2.304 -1.429
O 2.270 -2.777 -1.507
C 2.844 -3.114 -2.787
O 0.655 -2.068 0.184
C 1.179 -2.957 1.208
H 0.184 -5.505 -2.497
H -0.504 -5.412 -0.859
H 1.232 -5.080 -1.117
H 3.835 -3.511 -2.589
H 2.925 -2.225 -3.413
H 2.245 -3.869 -3.296
H 0.905 -3.983 0.974
H 0.718 -2.652 2.144
H 2.258 -2.844 1.258
```

relative energy (zero: lowest compared OMol25 entry of this formula, charge and spin) = 0.1156 eV
net charge = +2
orbital gap = 9.1 eV
HOMO energy = -14.00 eV
spin multiplicity = 1
DFT total energy = -57109.598 eV

Atomic partial charges in e from the Mulliken method, atoms 1 to 8:
1. La 3.47
2. N -0.28
3. C -0.85
4. C -0.80
5. N 0.10
6. C -0.85
7. C -0.60
8. N -0.44

---

Table of max |F| (hartree/bohr), in record order: 0.049, 0.071, 0.161, 0.015, 0.101, 0.032, 0.011